# 1
Formula: C4H6N2O
Source: the OMol25 dataset
Level of theory: ωB97M-V/def2-TZVPD

The geometry in XYZ format:
```
13
C4H6N2O (ωB97M-V/def2-TZVPD)
C -2.15 0.01 -0.15
O -1.11 -0.73 0.46
C 0.10 -0.20 0.22
C 0.53 0.96 -0.36
N 1.91 0.97 -0.40
C 2.29 -0.15 0.15
N 1.22 -0.91 0.56
H -2.19 1.03 0.24
H -3.09 -0.51 0.08
H -2.00 0.05 -1.24
H -0.05 1.76 -0.80
H 3.31 -0.51 0.15
H 1.23 -1.77 1.08
```

LUMO energy   0.9 eV
SMILES   COc1cnc[nH]1
Energy relative to the best compared isomer or geometry (same formula, charge and spin)   27.0 kcal/mol
Net charge   0
Energy   -9272.3291 eV
Strongest force on any atom   0.35 eV Å⁻¹


# 2
Formula: C4H6N2O
Source: the OMol25 dataset
Level of theory: ωB97M-V/def2-TZVPD

The geometry in XYZ format:
```
13
C4H6N2O (ωB97M-V/def2-TZVPD)
C -1.62 -0.95 0.76
C 0.31 1.33 -0.84
C 1.48 0.63 -0.52
C 0.87 -0.67 0.05
H -2.26 -1.39 -0.05
H -2.36 -0.14 1.21
H -1.28 -1.79 1.38
H 0.38 2.42 -1.25
H 2.10 1.09 0.18
H 2.28 0.46 -1.33
N -0.49 -0.32 0.23
N -0.80 0.93 -0.44
O 1.36 -1.59 0.61
```

LUMO energy   0.9 eV
SMILES   CN1N=CCC1=O
Energy relative to the best compared isomer or geometry (same formula, charge and spin)   55.9 kcal/mol
Net charge   0
Energy   -9271.0787 eV
Strongest force on any atom   7.01 eV Å⁻¹


Question: Number 1 is which compound?
Answer: C4H6N2O